Computed, not measured: C27H32BCl6F4N6O2Tl as an isolated structure, with the ωB97M-V functional and the def2-TZVPD basis.

energy relative to the best compared isomer or geometry (same formula, charge and spin) = 0.00 kJ/mol
frontier orbital gap = 4.6118 eV
HOMO energy = -0.2643 Ha
net charge = 0

Element x y z (Å)
Tl: -0.055 -1.409 -0.891
Cl: -3.122 -8.334 -0.563
C: -2.363 -6.893 -0.057
C: -2.772 -6.325 1.251
Cl: -3.939 -7.179 2.155
C: -2.258 -5.174 1.718
Cl: -2.734 -4.469 3.197
C: -1.228 -4.448 0.952
O: -0.750 -3.408 1.319
C: -0.767 -5.065 -0.387
O: 0.100 -4.522 -1.016
C: -1.437 -6.303 -0.832
Cl: -0.952 -6.922 -2.344
C: 0.162 2.545 -4.161
N: 0.800 1.541 -3.327
C: 0.808 0.208 -3.893
C: 1.244 1.799 -2.070
N: 1.197 0.892 -1.137
C: 2.160 0.903 -0.119
C: 3.484 1.054 -0.484
C: 4.538 1.014 0.437
C: 4.268 0.793 1.753
C: 2.935 0.591 2.186
C: 2.724 0.322 3.560
C: 1.472 0.070 4.029
C: 0.386 0.101 3.144
C: 0.523 0.403 1.803
N: -0.627 0.362 1.003
C: -1.734 0.899 1.439
N: -2.943 0.385 1.108
C: -4.108 1.219 0.852
C: -3.090 -1.011 0.753
N: -1.800 2.025 2.239
C: -0.723 2.985 2.305
C: -2.698 2.072 3.376
C: 1.842 0.637 1.265
N: 1.684 3.103 -1.888
C: 2.656 3.669 -2.803
C: 1.676 3.725 -0.584
H: -0.804 2.164 -4.494
H: 0.773 2.774 -5.040
H: -0.001 3.455 -3.592
H: -0.204 -0.177 -4.025
H: 1.372 -0.457 -3.244
H: 1.303 0.236 -4.869
H: 3.705 1.180 -1.537
H: 5.556 1.146 0.094
H: 5.063 0.748 2.487
H: 3.583 0.294 4.218
H: 1.308 -0.160 5.074
H: -0.607 -0.136 3.508
H: -3.836 2.268 0.928
H: -4.908 0.998 1.565
H: -4.466 1.030 -0.159
H: -2.289 -1.583 1.218
H: -3.092 -1.164 -0.327
H: -4.045 -1.368 1.150
H: -0.142 2.934 1.389
H: -0.052 2.806 3.152
H: -1.148 3.987 2.398
H: -3.391 1.237 3.352
H: -3.270 3.003 3.385
H: -2.121 2.016 4.308
H: 2.716 3.078 -3.713
H: 3.648 3.688 -2.335
H: 2.385 4.694 -3.070
H: 0.865 3.304 0.003
H: 1.494 4.794 -0.708
H: 2.616 3.589 -0.038
Cl: 2.705 -2.594 0.866
C: 3.670 -3.023 -0.552
Cl: 3.304 -2.015 -1.962
H: 3.451 -4.051 -0.812
H: 4.715 -2.881 -0.302
F: -2.737 0.706 -4.098
B: -2.900 0.490 -2.732
F: -4.241 0.259 -2.413
F: -2.390 1.560 -1.987
F: -2.150 -0.690 -2.372

***

Computed, not measured: C27H32CsF3N3O2S as an isolated structure, with the ωB97M-V functional and the def2-TZVPD basis.

energy relative to the best compared isomer or geometry (same formula, charge and spin) = 61.09 kJ/mol
frontier orbital gap = 6.4104 eV
HOMO energy = -0.1563 Ha
net charge = -1

Element x y z (Å)
Cs: 0.630 -0.667 -2.490
C: 0.521 -1.644 4.409
C: 0.946 -0.182 4.603
C: 2.399 0.028 4.159
C: -0.014 0.798 3.942
C: -0.667 1.708 4.761
C: -1.585 2.617 4.258
C: -1.883 2.589 2.909
C: -1.246 1.710 2.041
C: -1.689 1.671 0.590
C: -1.366 2.974 -0.146
C: -3.188 1.365 0.493
C: -0.259 0.832 2.544
N: 0.449 -0.036 1.726
C: 1.217 0.388 0.788
C: 2.007 -0.475 -0.019
C: 2.194 -1.863 0.119
C: 3.136 -2.216 -0.839
C: 3.469 -1.024 -1.518
N: 2.782 0.014 -1.036
C: 4.484 -0.844 -2.626
C: 5.282 0.440 -2.371
C: 3.793 -0.736 -3.994
C: 5.451 -2.030 -2.664
H: 1.209 -2.310 4.938
H: 0.530 -1.890 3.352
H: -0.486 -1.806 4.798
H: 0.897 0.028 5.677
H: 2.515 -0.226 3.107
H: 3.068 -0.609 4.743
H: 2.698 1.069 4.302
H: -0.454 1.695 5.825
H: -2.077 3.323 4.916
H: -2.627 3.273 2.517
H: -1.160 0.864 0.084
H: -1.884 3.817 0.318
H: -1.676 2.908 -1.191
H: -0.294 3.179 -0.118
H: -3.781 2.147 0.972
H: -3.419 0.414 0.979
H: -3.485 1.309 -0.554
H: 1.374 1.464 0.623
H: 1.746 -2.498 0.869
H: 3.573 -3.194 -0.976
H: 4.606 1.289 -2.287
H: 5.992 0.620 -3.184
H: 5.836 0.356 -1.434
H: 3.122 0.123 -4.019
H: 3.222 -1.642 -4.209
H: 4.545 -0.610 -4.778
H: 5.927 -2.166 -1.691
H: 6.229 -1.857 -3.412
H: 4.928 -2.954 -2.922
F: -5.219 1.974 -2.545
C: -5.808 0.793 -2.330
F: -6.576 0.936 -1.221
F: -6.677 0.599 -3.356
C: -4.874 -0.368 -2.184
C: -5.424 -1.526 -1.660
C: -4.636 -2.651 -1.503
C: -3.300 -2.545 -1.854
N: -2.755 -1.451 -2.359
C: -3.510 -0.369 -2.562
S: -2.767 1.000 -3.372
H: -6.468 -1.538 -1.374
H: -5.047 -3.571 -1.111
H: -2.628 -3.388 -1.727
O: -1.190 0.723 -3.365
O: -0.658 -0.155 -4.364

***

Computed, not measured: a 2-piece molecular cluster, C27H32FN2O4PS2Si overall, with the ωB97M-V functional and the def2-TZVPD basis.

frontier orbital gap = 8.9572 eV
HOMO energy = -0.3180 Ha
net charge = 0

Element x y z (Å)
C: 1.171 0.065 4.159
C: -0.225 0.681 4.175
O: -1.118 0.207 4.823
O: -0.383 1.838 3.382
C: -1.121 1.635 2.216
O: -1.541 2.612 1.652
C: -1.395 0.209 1.750
C: -1.881 0.104 0.315
C: -2.986 -0.695 0.074
C: -3.506 -0.907 -1.181
C: -4.700 -1.806 -1.464
C: -2.888 -0.270 -2.244
C: -1.796 0.527 -2.012
C: -1.257 0.748 -0.750
N: -0.111 1.594 -0.549
C: 0.965 1.285 -1.465
C: 2.240 1.121 -0.934
P: 2.618 1.300 0.840
S: 3.825 -0.137 1.416
C: 3.249 0.780 -1.834
C: 3.023 0.606 -3.177
C: 4.196 0.193 -4.072
C: 4.331 -1.362 -3.989
O: 3.013 -1.914 -3.976
Si: 2.722 -3.130 -2.852
C: 3.607 -4.764 -3.251
C: 3.149 -2.690 -1.072
C: 0.862 -3.478 -2.868
C: 1.759 0.790 -3.684
F: 1.509 0.633 -4.981
C: 0.745 1.120 -2.819
S: -0.945 1.336 -3.366
H: 1.254 -0.618 5.007
H: 1.949 0.828 4.266
H: 1.325 -0.499 3.231
H: -2.080 -0.325 2.415
H: -0.443 -0.351 1.793
H: -3.446 -1.195 0.927
H: -5.648 -1.267 -1.509
H: -4.487 -2.330 -2.404
H: -4.716 -2.593 -0.698
H: -3.206 -0.396 -3.278
H: -0.394 2.567 -0.667
H: 3.147 2.571 1.144
H: 1.394 1.092 1.501
H: 4.253 0.625 -1.439
H: 5.115 0.700 -3.767
H: 3.882 0.453 -5.089
H: 4.874 -1.657 -3.079
H: 4.873 -1.731 -4.871
H: 2.919 -5.367 -3.855
H: 3.740 -5.284 -2.294
H: 4.570 -4.603 -3.748
H: 3.382 -3.632 -0.555
H: 4.004 -2.021 -0.943
H: 2.269 -2.257 -0.580
H: 0.673 -4.201 -2.058
H: 0.513 -3.905 -3.813
H: 0.307 -2.571 -2.587
N: -3.703 3.490 6.470
C: -4.929 3.964 6.251
C: -5.489 4.100 4.991
C: -4.731 3.726 3.893
C: -3.453 3.233 4.096
C: -2.990 3.134 5.401
H: -5.484 4.246 7.140
H: -6.491 4.489 4.874
H: -5.131 3.819 2.891
H: -2.832 2.932 3.260
H: -1.999 2.751 5.611

***

Computed, not measured: C27H32N6O3 as an isolated structure, with the ωB97M-V functional and the def2-TZVPD basis.

energy relative to the best compared isomer or geometry (same formula, charge and spin) = 2670.44 kJ/mol
frontier orbital gap = 8.3920 eV
HOMO energy = -0.3053 Ha
net charge = 0

Element x y z (Å)
C: -0.354 1.164 -6.503
C: 0.514 2.300 -6.339
O: 0.141 3.156 -5.374
C: 0.277 3.003 -4.151
C: 0.782 2.009 -3.688
C: 1.118 1.838 -2.317
C: 0.642 2.871 -1.460
C: -0.245 3.734 -2.021
C: -0.299 3.887 -3.404
H: -0.782 4.817 -3.727
H: -0.492 4.347 -1.357
N: 0.589 2.394 -0.200
C: 1.025 1.560 0.537
O: 1.259 1.284 1.805
C: 1.652 0.404 -0.392
C: 1.852 0.686 -1.716
H: 2.161 0.041 -2.292
C: 2.364 -0.740 0.290
N: 1.288 -2.051 0.429
C: 1.141 -2.521 -0.928
H: 0.132 -3.252 -0.833
C: 2.407 -3.317 -1.598
H: 3.084 -2.685 -1.821
C: 2.897 -4.362 -0.588
H: 3.587 -4.863 -0.884
H: 2.607 -4.094 0.534
C: 1.722 -5.387 -0.906
H: 0.947 -5.746 -0.223
C: 1.457 -5.190 -2.404
H: 1.826 -5.915 -3.024
O: 1.807 -4.098 -2.712
H: 0.143 -5.325 -2.531
H: 2.330 -6.548 -0.802
H: 0.588 -1.674 -1.695
C: 0.164 -1.551 1.125
C: -0.703 -0.825 0.624
N: -1.268 -0.542 -0.720
N: -1.737 0.590 -0.665
N: -2.198 0.933 0.404
N: -1.347 0.187 1.208
C: -1.460 0.634 2.824
H: -1.804 1.492 2.764
H: -0.491 0.691 2.983
C: -2.304 -0.449 3.417
C: -2.348 -0.334 4.800
C: -3.492 0.458 5.607
C: -3.460 0.858 6.897
C: -2.428 0.543 7.760
C: -1.358 -0.394 7.085
C: -1.166 -0.634 5.637
H: -0.456 -1.195 5.347
H: -0.495 -0.601 7.731
H: -2.511 0.554 8.820
H: -4.246 1.382 7.308
H: -4.200 0.778 4.973
H: -1.567 -1.570 3.405
H: -3.382 -0.645 3.016
H: 0.600 -1.198 2.051
H: -0.309 -2.648 1.379
H: 3.402 -1.086 0.002
H: 2.454 -0.559 1.370
H: 0.263 3.232 0.613
H: 1.364 1.107 -4.266
H: 1.708 2.031 -6.402
H: 0.557 2.979 -7.393
H: -0.101 0.534 -7.308
H: -0.457 0.715 -5.610
H: -1.270 1.433 -6.724

***

Computed, not measured: C27H33 as an isolated structure, with the ωB97M-V functional and the def2-TZVPD basis.

frontier orbital gap = 5.5216 eV
HOMO energy = -0.3960 Ha
net charge = +1

Element x y z (Å)
C: -3.263 0.713 4.302
C: -1.996 0.919 3.550
C: -1.971 1.519 2.340
C: -3.215 2.129 1.764
C: -0.709 1.584 1.512
C: 0.555 1.376 2.296
C: 1.845 1.800 1.667
C: 0.542 0.781 3.534
C: 1.789 0.457 4.251
C: -0.745 0.417 4.158
H: -0.718 0.729 5.205
H: -3.077 0.184 5.244
H: -3.734 1.671 4.575
H: -4.025 0.169 3.715
H: -2.962 2.839 0.964
H: -3.908 1.379 1.347
H: -3.745 2.726 2.524
H: -0.725 0.817 0.293
H: -0.662 2.613 1.063
H: 1.649 2.483 0.828
H: 2.464 2.376 2.375
H: 2.437 0.956 1.272
H: 1.570 -0.054 5.200
H: 2.483 -0.162 3.653
H: 2.361 1.364 4.514
H: -0.805 -0.701 4.236
C: -5.565 -2.568 -1.901
C: -4.287 -1.825 -1.741
C: -4.303 -0.516 -1.274
C: -3.148 0.214 -1.137
C: -1.886 -0.321 -1.411
C: -0.663 0.427 -0.902
C: 0.620 -0.142 -1.447
C: 1.705 0.580 -1.821
C: 2.952 0.018 -2.329
C: 4.149 0.763 -2.347
C: 5.325 0.219 -2.849
C: 5.365 -1.095 -3.312
C: 6.669 -1.665 -3.758
C: 4.176 -1.803 -3.372
C: 2.989 -1.284 -2.860
C: -1.884 -1.623 -1.958
C: -3.047 -2.338 -2.143
H: -5.336 -3.564 -2.286
H: -6.034 -2.717 -0.923
H: -6.268 -2.027 -2.556
H: -5.240 -0.054 -0.954
H: -3.154 1.245 -0.789
H: -0.731 1.515 -1.255
H: 0.742 -1.231 -1.379
H: 1.762 1.649 -1.640
H: 4.106 1.785 -1.975
H: 6.230 0.805 -2.790
H: 6.506 -2.678 -4.135
H: 7.087 -1.070 -4.584
H: 7.410 -1.665 -2.944
H: 4.241 -2.812 -3.767
H: 2.095 -1.889 -2.955
H: -0.952 -2.078 -2.309
H: -3.064 -3.340 -2.583

***

Computed, not measured: C27H33BN6SiSn as an isolated structure, with the ωB97M-V functional and the def2-TZVPD basis.

frontier orbital gap = 6.6820 eV
HOMO energy = -0.2306 Ha
net charge = 0

Element x y z (Å)
Sn: -0.164 -0.663 0.330
C: -2.236 -3.808 -0.592
C: -1.828 -3.014 -1.789
C: -2.103 -3.261 -3.142
C: -1.515 -2.220 -3.837
C: -1.476 -1.955 -5.305
N: -0.930 -1.416 -2.930
N: -1.123 -1.895 -1.679
B: -0.131 -0.117 -3.079
N: 1.292 -0.280 -2.471
N: 1.478 -0.447 -1.136
C: 2.790 -0.440 -0.887
C: 3.339 -0.600 0.490
C: 3.470 -0.269 -2.093
C: 2.491 -0.168 -3.067
C: 2.648 0.034 -4.536
N: -0.852 1.018 -2.311
N: -0.961 1.002 -0.954
C: -1.587 2.120 -0.579
C: -1.891 2.430 0.848
C: -1.882 2.876 -1.715
C: -1.400 2.149 -2.786
C: -1.442 2.479 -4.240
H: -2.644 -4.770 -0.899
H: -1.389 -3.991 0.069
H: -3.000 -3.286 -0.014
H: -2.654 -4.089 -3.559
H: -2.012 -2.742 -5.833
H: -1.944 -1.001 -5.552
H: -0.453 -1.928 -5.681
H: -0.033 0.162 -4.236
H: 2.554 -0.706 1.241
H: 3.985 -1.476 0.550
H: 3.929 0.273 0.772
H: 4.535 -0.223 -2.242
H: 3.707 0.064 -4.788
H: 2.183 -0.774 -5.101
H: 2.190 0.969 -4.858
H: -1.494 1.675 1.525
H: -1.448 3.386 1.131
H: -2.968 2.502 1.004
H: -2.384 3.828 -1.752
H: -1.964 3.423 -4.383
H: -0.438 2.576 -4.655
H: -1.963 1.709 -4.809
C: -3.636 0.503 5.084
C: -2.910 1.656 4.816
C: -1.663 1.565 4.216
C: -1.092 0.329 3.889
C: -1.842 -0.816 4.170
C: -3.099 -0.734 4.758
Si: 0.586 0.239 3.003
C: 1.932 0.470 4.327
C: 2.322 1.735 4.779
C: 3.359 1.898 5.686
C: 4.051 0.790 6.156
C: 3.687 -0.476 5.719
C: 2.641 -0.629 4.818
H: -4.615 0.569 5.543
H: -3.319 2.627 5.069
H: -1.117 2.480 4.002
H: -1.430 -1.791 3.939
H: -3.656 -1.639 4.968
H: 0.677 -1.287 2.910
H: 1.803 2.617 4.416
H: 3.632 2.892 6.021
H: 4.869 0.912 6.854
H: 4.216 -1.348 6.085
H: 2.364 -1.628 4.497

***

Please write out number 4 again, unchanged.
Computed, not measured: C27H32N6O3 as an isolated structure, with the ωB97M-V functional and the def2-TZVPD basis.

energy relative to the best compared isomer or geometry (same formula, charge and spin) = 2670.44 kJ/mol
frontier orbital gap = 8.3920 eV
HOMO energy = -0.3053 Ha
net charge = 0

Element x y z (Å)
C: -0.354 1.164 -6.503
C: 0.514 2.300 -6.339
O: 0.141 3.156 -5.374
C: 0.277 3.003 -4.151
C: 0.782 2.009 -3.688
C: 1.118 1.838 -2.317
C: 0.642 2.871 -1.460
C: -0.245 3.734 -2.021
C: -0.299 3.887 -3.404
H: -0.782 4.817 -3.727
H: -0.492 4.347 -1.357
N: 0.589 2.394 -0.200
C: 1.025 1.560 0.537
O: 1.259 1.284 1.805
C: 1.652 0.404 -0.392
C: 1.852 0.686 -1.716
H: 2.161 0.041 -2.292
C: 2.364 -0.740 0.290
N: 1.288 -2.051 0.429
C: 1.141 -2.521 -0.928
H: 0.132 -3.252 -0.833
C: 2.407 -3.317 -1.598
H: 3.084 -2.685 -1.821
C: 2.897 -4.362 -0.588
H: 3.587 -4.863 -0.884
H: 2.607 -4.094 0.534
C: 1.722 -5.387 -0.906
H: 0.947 -5.746 -0.223
C: 1.457 -5.190 -2.404
H: 1.826 -5.915 -3.024
O: 1.807 -4.098 -2.712
H: 0.143 -5.325 -2.531
H: 2.330 -6.548 -0.802
H: 0.588 -1.674 -1.695
C: 0.164 -1.551 1.125
C: -0.703 -0.825 0.624
N: -1.268 -0.542 -0.720
N: -1.737 0.590 -0.665
N: -2.198 0.933 0.404
N: -1.347 0.187 1.208
C: -1.460 0.634 2.824
H: -1.804 1.492 2.764
H: -0.491 0.691 2.983
C: -2.304 -0.449 3.417
C: -2.348 -0.334 4.800
C: -3.492 0.458 5.607
C: -3.460 0.858 6.897
C: -2.428 0.543 7.760
C: -1.358 -0.394 7.085
C: -1.166 -0.634 5.637
H: -0.456 -1.195 5.347
H: -0.495 -0.601 7.731
H: -2.511 0.554 8.820
H: -4.246 1.382 7.308
H: -4.200 0.778 4.973
H: -1.567 -1.570 3.405
H: -3.382 -0.645 3.016
H: 0.600 -1.198 2.051
H: -0.309 -2.648 1.379
H: 3.402 -1.086 0.002
H: 2.454 -0.559 1.370
H: 0.263 3.232 0.613
H: 1.364 1.107 -4.266
H: 1.708 2.031 -6.402
H: 0.557 2.979 -7.393
H: -0.101 0.534 -7.308
H: -0.457 0.715 -5.610
H: -1.270 1.433 -6.724

***

Among the records above, which one has the lowest net charge?
C27H32CsF3N3O2S

***

Look up the net charge of the sixth one.
0

***

Which of these has the lowest net charge?
C27H32CsF3N3O2S